No. 1
10
Properties=species:S:1:pos:R:3:mulliken_spin:R:1 method="wB97M-V/def2-TZVPD" spin_multiplicity=2 e_homo_ev="-11.04 / -11.03"
O -2.229 1.657 1.110 0.91
C -1.445 0.607 1.254 -0.02
O -0.625 0.019 0.411 0.05
H -1.550 0.125 2.269 0.06
H 1.498 -2.555 0.238 0.00
H 0.535 -1.756 -0.633 0.00
O 1.048 -2.604 -0.609 0.00
H 0.733 2.206 -1.706 0.00
H 0.775 0.909 -0.785 0.00
O 1.261 1.393 -1.549 0.00

No. 2
98
Properties=species:S:1:pos:R:3:mulliken_charge:R:1 method="wB97M-V/def2-TZVPD" smiles=Oc1ccc(O)cc1.Oc1ccc(O)cc1.Oc1ccc(O)cc1.Oc1ccc(O)cc1.Oc1ccc(O)cc1.Oc1ccc(O)cc1.Oc1ccc(O)cc1 e_homo_ev=-7.91
C 5.611 -1.501 3.610 -0.61
C 6.686 -0.537 3.384 -0.36
C 6.529 0.581 2.646 0.50
C 5.219 0.849 2.110 -0.59
C 4.145 -0.048 2.392 -0.57
C 4.376 -1.195 3.135 0.63
O 3.393 -2.010 3.426 -0.61
O 7.592 1.383 2.304 -0.51
H 5.680 -2.492 4.280 0.20
H 7.725 -0.877 3.575 0.34
H 4.983 1.783 1.584 0.31
H 3.289 0.230 1.938 0.65
H 2.508 -1.483 3.280 0.31
H 7.234 2.149 2.080 0.27
C -0.059 0.818 0.948 -0.51
C 0.232 1.657 -0.170 -0.29
C 1.277 1.321 -1.040 0.28
C 1.964 0.119 -0.840 -1.59
C 1.699 -0.769 0.231 -1.25
C 0.718 -0.329 1.196 0.63
O 0.539 -1.225 2.292 -0.47
O 1.577 2.102 -2.047 -0.67
H -0.733 1.113 1.804 0.40
H -0.161 2.588 -0.368 0.93
H 2.677 -0.220 -1.385 1.36
H 2.092 -1.639 0.478 1.00
H -0.035 -1.151 3.123 0.28
H 0.711 2.286 -2.329 0.01
C -2.397 -3.199 -1.607 -0.54
C -2.336 -2.375 -0.396 -0.23
C -3.204 -1.269 -0.212 0.40
C -4.011 -0.826 -1.237 -0.63
C -4.036 -1.644 -2.397 -0.59
C -3.299 -2.857 -2.537 0.81
O -3.233 -3.452 -3.763 -0.51
O -3.011 -0.398 0.876 -0.26
H -1.428 -4.032 -1.762 0.16
H -1.604 -2.641 0.292 0.56
H -4.661 -0.125 -0.821 0.41
H -4.871 -1.329 -3.227 0.09
H -3.879 -3.050 -4.282 0.26
H -2.258 -0.418 1.438 -0.02
C -4.222 5.764 0.672 -0.48
C -5.338 5.244 1.164 -0.24
C -5.662 3.894 1.139 0.29
C -4.605 2.989 0.594 0.06
C -3.419 3.522 0.031 0.19
C -3.172 4.867 0.183 0.14
O -1.904 5.365 -0.134 -0.58
O -6.783 3.340 1.696 -0.54
H -4.271 6.844 0.932 0.28
H -6.235 6.065 1.691 0.13
H -4.866 1.905 0.592 -0.28
H -2.635 2.818 -0.251 0.41
H -1.141 5.266 0.507 0.32
H -6.796 2.391 1.560 0.32
C 5.701 -5.060 -2.243 -0.44
C 5.830 -4.284 -1.055 -0.95
C 5.491 -2.896 -1.109 0.37
C 4.940 -2.412 -2.322 -0.07
C 4.730 -3.280 -3.362 -0.49
C 5.108 -4.612 -3.394 0.23
O 4.978 -5.400 -4.473 -0.59
O 5.305 -2.099 -0.016 -0.21
H 6.141 -6.077 -2.374 0.27
H 6.312 -4.659 -0.321 0.65
H 4.945 -1.327 -2.399 0.47
H 4.794 -2.460 -4.134 0.21
H 4.746 -6.407 -4.384 0.36
H 5.820 -2.679 0.581 0.20
C -3.857 -2.925 4.141 -0.59
C -2.711 -2.249 3.771 -0.07
C -2.412 -0.927 4.406 0.50
C -3.227 -0.504 5.478 -0.52
C -4.306 -1.229 5.829 -0.47
C -4.677 -2.417 5.086 0.59
O -5.787 -3.155 5.465 -0.56
O -1.145 -0.297 4.136 -0.58
H -4.038 -3.978 3.852 0.26
H -1.778 -2.851 3.534 0.29
H -2.862 0.602 5.928 0.14
H -4.815 -0.922 6.761 0.37
H -6.046 -4.050 5.326 0.33
H -0.510 0.048 4.938 0.28
C -1.325 3.232 -3.783 -0.07
C -0.968 4.365 -4.504 -0.35
C -0.527 4.151 -5.777 0.27
C -0.086 2.907 -6.230 -0.46
C -0.265 1.715 -5.481 -0.75
C -0.971 1.918 -4.150 0.00
O -1.198 0.814 -3.356 -0.09
O -0.376 5.251 -6.484 -0.57
H -1.917 3.331 -2.792 0.25
H -1.339 5.351 -4.157 0.39
H 0.449 2.748 -7.183 0.35
H 0.023 0.899 -5.989 0.55
H -0.920 0.051 -3.778 0.18
H 0.557 5.609 -6.355 0.35

No. 3
15
Properties=species:S:1:pos:R:3:mulliken_charge:R:1 method="wB97M-V/def2-TZVPD" smiles="NC=O.O.O.O" e_homo_ev=-10.70
C -1.375 -2.161 0.056 0.13
N -1.391 -0.898 0.627 -0.28
O -0.644 -3.020 0.474 -0.52
H -2.223 -2.282 -0.635 0.30
H -2.085 -0.253 0.272 0.18
H -0.798 -0.482 1.322 0.20
H 1.824 -1.640 -0.065 0.31
H 1.642 -1.821 1.427 0.31
O 2.315 -1.641 0.769 -0.64
H -0.887 3.603 -1.776 0.30
H 0.189 2.521 -1.759 0.32
O 0.060 3.462 -1.856 -0.63
H 1.311 0.807 0.257 0.34
H 1.206 2.154 0.826 0.30
O 0.855 1.650 0.060 -0.62

No. 4
16
Properties=species:S:1:pos:R:3:mulliken_charge:R:1 method="wB97M-V/def2-TZVPD" smiles="CN1C=[NH+]C(=[NH2+])C1" e_homo_ev=-20.23 total_charge=+2
C 0.267 1.284 -0.345 -0.07
C -1.606 0.061 -0.021 0.34
C -0.129 -0.864 0.334 -0.60
C 2.220 -0.012 -0.009 -0.81
N 0.813 0.184 0.088 0.12
N -1.114 1.240 -0.254 -0.10
N -2.806 -0.376 0.184 -0.29
H 0.674 2.212 -0.450 0.43
H -0.163 -1.343 1.331 0.43
H -0.043 -1.552 -0.394 0.46
H 2.654 -0.783 -0.543 0.37
H 2.693 0.954 -0.367 0.29
H 2.448 -0.153 1.013 0.40
H -1.645 2.151 -0.682 0.41
H -2.833 -1.304 0.720 0.32
H -3.721 0.053 -0.079 0.30

No. 5
105
Properties=species:S:1:pos:R:3:mulliken_spin:R:1 method="wB97M-V/def2-TZVPD" spin_multiplicity=3 e_homo_ev="0.21 / -2.38" total_charge=-2
Ti 0.086 -0.609 0.119 0.75
C -2.457 1.148 -5.294 0.00
C -1.324 1.529 -4.339 0.00
C -0.142 2.123 -5.113 0.00
C -1.834 2.468 -3.263 0.00
C -2.163 3.786 -3.592 0.00
C -2.675 4.665 -2.647 0.00
C -2.849 4.214 -1.342 0.00
C -2.546 2.905 -0.985 -0.02
C -2.770 2.431 0.450 -0.01
C -4.267 2.363 0.778 0.01
C -2.016 3.303 1.460 0.00
C -2.053 1.999 -1.955 0.02
N -1.828 0.675 -1.524 0.01
C -2.929 -0.074 -1.532 0.03
O -3.938 0.040 -2.272 0.03
C -2.920 -1.152 -0.485 0.23
C -4.031 -1.907 -0.274 -0.19
C -4.132 -2.754 0.853 0.38
C -3.088 -2.725 1.781 -0.18
C -1.987 -1.948 1.547 0.33
N -1.828 -1.173 0.393 0.22
C -0.908 -1.852 2.557 0.01
O -1.058 -2.290 3.704 0.04
N 0.222 -1.261 2.075 -0.01
C 1.306 -0.969 2.975 -0.02
C 2.361 -1.859 3.241 0.00
C 3.486 -1.357 3.915 0.00
C 3.587 -0.047 4.333 0.00
C 2.482 0.785 4.193 0.00
C 1.326 0.333 3.574 0.02
C 0.069 1.202 3.683 0.00
C 0.348 2.708 3.734 0.00
C -0.699 0.808 4.958 0.00
C 2.405 -3.395 3.031 0.00
C 1.134 -4.101 2.561 0.00
C 3.595 -3.869 2.166 0.00
H -3.293 0.716 -4.733 0.00
H -2.115 0.415 -6.039 0.00
H -2.824 2.033 -5.831 0.00
H -0.996 0.628 -3.830 0.00
H -0.430 3.045 -5.634 0.00
H 0.220 1.414 -5.870 0.00
H 0.687 2.364 -4.441 0.00
H -2.037 4.125 -4.618 0.00
H -2.943 5.678 -2.924 0.00
H -3.245 4.893 -0.589 0.00
H -2.365 1.428 0.522 0.05
H -4.717 3.365 0.736 0.00
H -4.426 1.958 1.786 0.00
H -4.781 1.720 0.057 0.00
H -2.394 4.335 1.463 0.00
H -0.947 3.330 1.223 0.00
H -2.134 2.899 2.475 0.00
H -4.826 -1.809 -0.999 -0.01
H -5.007 -3.369 1.013 0.05
H -3.108 -3.287 2.706 -0.01
H 4.303 -2.042 4.129 0.00
H 4.495 0.310 4.811 0.00
H 2.515 1.799 4.582 0.00
H -0.558 1.008 2.828 0.02
H 0.821 2.988 4.685 0.00
H -0.602 3.248 3.672 0.00
H 0.978 3.046 2.909 0.00
H -0.073 1.021 5.837 0.00
H -0.961 -0.247 4.960 0.00
H -1.621 1.401 5.040 0.00
H 2.600 -3.760 4.039 0.00
H 0.844 -3.800 1.556 0.00
H 0.298 -3.901 3.230 0.00
H 1.322 -5.182 2.545 0.00
H 3.899 -4.876 2.478 0.00
H 4.466 -3.210 2.253 0.00
H 3.321 -3.932 1.108 0.00
O 6.077 -0.033 -0.041 0.01
C 4.722 -0.122 -0.002 0.07
C 3.919 0.955 0.343 -0.04
C 2.566 0.781 0.334 0.12
N 2.037 -0.405 0.002 -0.02
C 2.816 -1.456 -0.311 0.10
C 4.165 -1.349 -0.337 -0.03
C 1.953 -2.654 -0.678 0.01
O 2.433 -3.659 -1.150 0.01
O 0.705 -2.417 -0.438 0.00
C 1.489 1.801 0.590 0.02
O 1.733 2.948 0.842 0.03
O 0.307 1.248 0.475 -0.07
H 6.323 0.849 0.242 0.00
H 4.326 1.924 0.621 0.00
H 4.788 -2.194 -0.608 0.00
C 2.370 0.202 -3.242 0.00
C 1.517 -1.024 -3.577 0.01
O 0.282 -0.981 -2.868 -0.04
C -0.737 -1.782 -3.485 0.02
C -0.717 -3.246 -3.086 0.00
H 2.609 0.774 -4.141 0.00
H 3.308 -0.067 -2.753 0.00
H 1.814 0.858 -2.575 0.01
H 2.043 -1.958 -3.356 0.00
H 1.292 -1.025 -4.644 0.00
H -0.629 -1.686 -4.568 0.00
H -1.683 -1.326 -3.214 0.00
H 0.268 -3.703 -3.244 0.00
H -1.459 -3.778 -3.692 0.00
H -0.966 -3.368 -2.038 0.01

ΔE to the lowest compared entry with this formula, charge and spin (eV)
0.514 10.626 1.088 0.967 1.489
Molecular weight (g/mol)
81.0 770.8 99.1 99.1 786.7